No. 1
Formula: C47H61IrN2O2PSeTe
Source: the OMol25 dataset
Level of theory: the ωB97M-V functional and the def2-TZVPD basis

Calculated values
HOMO-LUMO gap (spin up / spin down), eV: 6.9 / 4.3
E_HOMO (spin up / spin down), eV: -12.36 / -12.28
F_max, eV Å⁻¹: 2.34
Multiplicity: 2
Charge: +2
<S²>: 0.77

Each line ends with the Mulliken charge.
Geometry (Å):
Ir -0.90802 -0.09500 0.61514  0.645
C 5.58021 -3.92496 0.14830  -1.711
C 5.14286 -3.25192 -1.15937  2.137
C 6.00718 -2.00909 -1.40509  -1.709
C 5.36629 -4.23575 -2.30872  -2.211
C 3.68297 -2.82402 -1.04195  -0.790
C 3.28303 -1.98728 -0.00669  -0.216
C 1.96612 -1.57634 0.04633  -0.245
Se 1.46298 -0.22695 1.30408  -0.071
C 1.98152 1.28398 0.23586  0.020
C 3.30026 1.66616 0.18825  -0.385
C 3.67320 2.70362 -0.67198  -0.737
C 2.66869 3.31229 -1.41378  -0.043
C 1.31819 2.97373 -1.35796  -0.728
C 0.97387 1.90806 -0.49764  0.575
O -0.29831 1.49064 -0.35945  0.171
C 0.27364 3.76516 -2.13971  2.526
C -0.54127 4.57652 -1.12085  -1.200
C -0.61768 2.82838 -2.96735  -1.461
C 0.90826 4.75418 -3.12232  -2.410
C 5.14000 3.10524 -0.78684  2.026
C 5.71283 3.35712 0.61553  -1.661
C 5.90354 1.95536 -1.45451  -1.450
C 5.32849 4.37400 -1.61998  -2.207
C 0.97137 -1.99004 -0.83602  0.507
O -0.30746 -1.58806 -0.68185  -0.168
C 1.35686 -2.86098 -1.88425  -0.961
C 2.70232 -3.21438 -1.94723  0.074
C 0.36391 -3.41596 -2.90798  2.519
C -0.54711 -4.43437 -2.20604  -1.373
C -0.44797 -2.28370 -3.55463  -1.578
C 1.06760 -4.16751 -4.04115  -2.327
H 6.59701 -4.30659 0.05043  0.468
H 4.92595 -4.76078 0.40042  0.377
H 5.57589 -3.22467 0.98574  0.308
H 7.06286 -2.28376 -1.42144  0.498
H 5.87000 -1.26788 -0.61623  0.323
H 5.76174 -1.53840 -2.35879  0.351
H 6.41770 -4.52097 -2.34114  0.440
H 5.11918 -3.79326 -3.27526  0.396
H 4.78136 -5.14877 -2.18366  0.462
H 3.99820 -1.62396 0.72118  0.540
H 4.04136 1.14453 0.78062  0.455
H 2.95223 4.11368 -2.07511  0.623
H -0.95802 3.94525 -0.33830  -0.090
H -1.35104 5.11456 -1.61720  0.465
H 0.10135 5.31636 -0.63929  0.326
H -1.11129 2.07244 -2.36253  -0.073
H -0.02310 2.30585 -3.71858  0.386
H -1.37766 3.40877 -3.49259  0.479
H 1.50308 5.51682 -2.61909  0.452
H 0.11472 5.26974 -3.66359  0.457
H 1.53656 4.25036 -3.85823  0.459
H 5.75656 2.44504 1.21245  0.330
H 5.11935 4.09409 1.15889  0.379
H 6.73132 3.73670 0.53542  0.478
H 5.79953 1.02845 -0.89008  0.200
H 6.96622 2.19408 -1.51162  0.509
H 5.53914 1.77458 -2.46723  0.355
H 4.77630 5.21850 -1.20305  0.475
H 5.01901 4.23251 -2.65665  0.410
H 6.38384 4.64402 -1.63226  0.443
H 3.00152 -3.86285 -2.75528  0.534
H -1.05593 -4.01161 -1.34898  0.017
H 0.04326 -5.27775 -1.84343  0.395
H -1.28982 -4.82255 -2.90478  0.461
H -0.92969 -1.64109 -2.82107  -0.013
H -1.21692 -2.70402 -4.20467  0.498
H 0.20116 -1.65855 -4.17132  0.382
H 1.62532 -5.03298 -3.68132  0.474
H 1.74662 -3.52213 -4.60038  0.446
H 0.31404 -4.53552 -4.73798  0.458
N -2.57553 -0.40061 3.22162  0.392
P -1.29750 0.61280 2.77528  1.291
C -0.16519 0.32937 4.15259  1.033
C 0.59058 -0.83819 4.26121  -0.453
C 1.31175 -1.09351 5.41052  -0.958
C 1.28107 -0.19316 6.47235  -0.669
C 0.50758 0.95193 6.38716  -0.714
C -0.21670 1.21643 5.23068  -0.777
C -1.81835 2.31896 2.84288  0.156
C -3.16108 2.65467 2.99519  -0.900
C -3.53896 3.98974 2.96776  -0.815
C -2.58481 4.97619 2.76260  -0.604
C -1.24596 4.63666 2.60033  -0.812
C -0.85422 3.30907 2.64839  -0.489
C -2.84610 -1.54123 2.48437  -0.010
C -3.76169 -2.48609 2.94922  -0.924
C -4.10306 -3.53609 2.12653  -0.603
C -3.54408 -3.60365 0.84882  -1.035
C -2.62454 -2.65760 0.47549  -0.172
N -2.23966 -1.65797 1.28930  0.416
H -2.84946 -0.43053 4.19537  0.410
H 0.59367 -1.58322 3.47203  0.542
H 1.89682 -2.00000 5.48218  0.489
H 1.85376 -0.39473 7.36715  0.425
H 0.46786 1.64702 7.21430  0.462
H -0.80338 2.12252 5.17587  0.407
H -3.90367 1.88498 3.16363  0.508
H -4.57612 4.25991 3.11202  0.468
H -2.88310 6.01547 2.73739  0.466
H -0.50383 5.40851 2.44845  0.508
H 0.19539 3.05558 2.53979  0.437
H -4.20194 -2.36422 3.92892  0.544
H -4.81745 -4.27714 2.45797  0.457
H -3.80235 -4.38941 0.15420  0.549
H -2.14326 -2.67260 -0.48829  0.412
C -3.29690 2.70030 -0.47231  -0.331
Te -3.12449 0.60458 -0.74803  0.339
C -4.84069 0.14214 0.41989  -0.916
H -4.36414 2.90695 -0.42129  0.605
H -2.85587 3.19194 -1.33069  0.260
H -2.79904 2.99166 0.44347  -0.314
H -4.92172 0.85951 1.23180  0.291
H -4.77533 -0.87227 0.80190  0.235
H -5.69997 0.22165 -0.24121  0.495

---

No. 2
Formula: C47H62IN3NdP3SeSi
Source: the OMol25 dataset
Level of theory: the ωB97M-V functional and the def2-TZVPD basis

Calculated values
HOMO-LUMO gap (spin up / spin down), eV: 5.0 / 5.0
E_HOMO (spin up / spin down), eV: -6.30 / -6.30
F_max, eV Å⁻¹: 4.46
Multiplicity: 4
<S²>: 3.76

Each line ends with the Mulliken charge.
Geometry (Å):
Nd 0.58009 -0.74820 -0.68320  -0.996
C -1.52184 3.65602 -3.86318  -1.680
C -0.69303 2.56084 -3.16927  3.278
C 0.49579 2.20134 -4.06275  -1.661
P -1.51009 1.06688 -2.48287  0.269
C -1.95067 -0.05521 -3.86227  1.029
C -2.18750 -1.40499 -3.20726  -0.563
C -3.06248 0.28131 -4.84080  -1.734
C -3.02318 1.37305 -1.43538  0.801
C -4.30119 1.57109 -1.96928  -0.901
C -5.38592 1.84488 -1.09369  -0.747
C -5.19252 1.83411 0.31622  -0.928
C -3.90117 1.62924 0.77480  0.515
C -2.81928 1.42259 -0.07695  0.367
Si -1.04342 1.26793 0.61904  -1.418
C -0.31683 2.99571 0.29369  0.243
C -1.20630 4.10696 0.14564  0.480
C -0.78937 5.34389 -0.23635  -1.215
C 0.55822 5.56421 -0.47538  -1.061
C 1.51650 4.52014 -0.37849  -0.189
C 1.05399 3.27642 0.05484  0.522
P 2.26486 1.90430 0.11810  1.540
C 3.79808 2.49812 -0.80781  -0.176
C 3.51129 2.87865 -2.31294  -1.495
C 4.91067 1.40907 -0.81446  -1.398
C 2.96824 2.00231 1.83825  1.282
C 2.09634 1.51287 2.93313  -1.901
C 3.58372 3.31799 2.12818  -1.706
C -1.30434 1.08139 2.48810  0.613
C -1.89680 2.14505 3.15150  -0.202
C -2.36191 2.03747 4.45472  -0.876
C -2.24013 0.80949 5.13086  -1.020
C -1.53151 -0.19827 4.54901  -0.936
C -1.02558 -0.04247 3.26486  0.896
P -0.29169 -1.46368 2.28489  1.102
C 0.97948 -2.34677 3.33578  1.534
C 1.19731 -3.84821 3.03090  -1.542
C 0.78647 -2.17708 4.83469  -1.970
C -1.64466 -2.62521 1.93396  1.029
C -2.30472 -3.32416 3.15699  -1.650
C -2.69617 -1.87278 1.11216  -0.914
H -2.34807 3.86984 -3.21127  0.464
H -1.85639 3.31157 -4.85027  0.308
H -0.92765 4.58657 -3.94809  0.400
H -0.18998 2.95721 -2.28577  -2.111
H 0.23369 2.00904 -5.11074  0.398
H 1.21657 1.41876 -3.79181  0.031
H 1.16411 3.04228 -4.15791  0.603
H -1.04339 0.00887 -4.47181  0.392
H -3.25513 -1.69777 -3.33018  0.314
H -1.87563 -1.43755 -2.22020  -0.927
H -1.57774 -2.22347 -3.57721  0.449
H -4.06024 -0.04189 -4.47746  0.468
H -3.05544 -0.35515 -5.76910  0.354
H -3.10240 1.31366 -5.21424  0.220
H -4.46906 1.80913 -3.00408  0.481
H -6.41965 1.93872 -1.47847  0.351
H -6.07720 1.98580 0.98469  0.387
H -3.72957 1.67765 1.88145  0.274
H -2.25515 3.96358 0.43301  0.187
H -1.51631 6.15142 -0.20797  0.450
H 0.92983 6.51763 -0.84235  0.404
H 2.51727 4.76970 -0.57515  0.551
H 4.00660 3.42222 -0.39470  0.677
H 3.35189 1.98407 -2.93206  0.202
H 4.43550 3.30601 -2.68879  0.591
H 2.66376 3.55859 -2.39298  0.267
H 4.51980 0.46523 -1.25352  0.104
H 5.24858 1.15241 0.17207  0.378
H 5.81792 1.57851 -1.43046  0.401
H 3.79588 1.32326 1.74559  0.100
H 1.26432 2.24524 3.03085  0.346
H 2.65098 1.45537 3.90123  0.507
H 1.57584 0.61689 2.80041  -0.012
H 2.98149 4.22889 1.95516  0.219
H 4.49015 3.47490 1.57711  0.441
H 3.93754 3.52650 3.19583  0.369
H -2.09586 3.00675 2.48173  0.220
H -2.92647 2.79984 5.00738  0.377
H -2.70343 0.70969 6.09791  0.471
H -1.47363 -1.17778 5.09701  0.260
H 1.89838 -1.81460 3.01744  0.019
H 0.51489 -4.44544 3.57408  0.466
H 2.19223 -4.13284 3.45202  0.438
H 1.13002 -4.08749 1.95957  0.165
H -0.08207 -2.75949 5.25358  0.224
H 0.72417 -1.14106 5.14766  0.402
H 1.67603 -2.65562 5.27653  0.541
H -1.26569 -3.43066 1.29507  -0.064
H -2.88996 -2.79763 3.90986  0.262
H -1.52383 -3.89762 3.72013  0.294
H -2.98740 -4.05958 2.68812  0.508
H -3.18472 -1.06513 1.71009  0.294
H -3.43583 -2.54938 0.69139  -0.026
H -2.40461 -1.33829 0.17977  0.089
C 4.80245 -2.53447 0.39343  -1.112
C 4.75915 -3.79694 -0.22292  -0.926
C 3.55446 -4.35189 -0.58658  -1.236
C 2.34019 -3.62572 -0.44293  0.655
N 2.42760 -2.38481 0.13506  1.036
C 3.63897 -1.86033 0.49010  -0.559
C 1.08572 -4.18273 -0.82031  1.058
C 0.86086 -5.60504 -0.82255  -0.863
C -0.37189 -6.14604 -1.08888  -0.999
C -1.43357 -5.26544 -1.31524  -0.894
C -1.18282 -3.90038 -1.30692  0.194
N 0.05365 -3.34365 -1.02030  1.004
H 5.67984 -1.99258 0.68091  0.534
H 5.71020 -4.33381 -0.35611  0.396
H 3.46565 -5.35499 -0.89306  0.556
H 3.54890 -0.83421 0.73859  0.570
H 1.73697 -6.20902 -0.68663  0.453
H -0.48510 -7.17816 -0.93940  0.450
H -2.43809 -5.65992 -1.46606  0.218
H -2.00425 -3.28438 -1.60524  0.041
I -4.95448 -4.11784 -1.12135  -0.750
Se 2.76697 -1.37933 -3.05181  -0.168
C 1.47312 -1.69610 -4.35716  0.436
N 0.66178 -2.04585 -5.13278  -0.691

---

Among the records above, which one has the highest <S²>?
C47H62IN3NdP3SeSi

---

The lowest F_max belongs to which entry?
C47H61IrN2O2PSeTe

---

Among the records above, which one has the highest multiplicity?
C47H62IN3NdP3SeSi

---

Look up the <S²> of the first one.
0.77